C30H29BrFeN6O3Si as an isolated structure. Source: the Open Molecules 2025 dataset; level of theory: the ωB97M-V functional and the def2-TZVPD basis.

Geometry as XYZ:
```
71
Properties=species:S:1:pos:R:3:mulliken_charge:R:1
Fe -0.686 -0.056 0.581 -0.47
O -0.311 -1.456 -0.702 -0.23
C -0.881 -2.616 -0.719 0.40
C -0.872 -3.368 -1.921 -0.82
C -1.445 -4.613 -2.000 -0.51
C -2.059 -5.202 -0.884 -0.91
C -2.069 -4.498 0.296 -0.59
C -1.497 -3.221 0.405 0.83
C -1.523 -2.584 1.697 -0.40
N -1.058 -1.427 1.958 0.52
C -1.157 -0.907 3.332 -0.91
C -1.007 0.622 3.293 -0.76
N -1.509 1.014 1.993 0.27
C -2.408 1.907 1.807 -0.45
C -3.150 2.036 0.588 0.53
C -3.931 3.183 0.366 -0.31
C -4.764 3.279 -0.717 -0.69
C -4.869 2.177 -1.584 -0.49
C -4.146 1.032 -1.376 -0.83
C -3.219 0.928 -0.306 0.53
O -2.505 -0.142 -0.186 -0.30
H -0.400 -2.914 -2.785 0.39
H -1.422 -5.146 -2.943 0.41
H -2.511 -6.182 -0.952 0.39
H -2.529 -4.929 1.180 0.33
H -1.962 -3.167 2.512 0.29
H -0.380 -1.349 3.958 0.34
H -2.136 -1.181 3.736 0.55
H 0.048 0.880 3.345 0.11
H -1.554 1.102 4.110 0.55
H -2.694 2.544 2.647 0.38
H -3.835 4.012 1.058 0.32
H -5.327 4.183 -0.906 0.38
H -5.526 2.237 -2.444 0.37
H -4.220 0.187 -2.050 0.45
C 4.084 -1.115 3.946 -1.03
Si 3.914 -0.042 2.418 -0.27
C 4.503 1.686 2.834 -1.02
C 4.991 -0.752 1.064 -0.65
C 2.191 -0.003 1.867 -0.16
C 1.089 0.020 1.341 0.90
H 5.120 -1.155 4.290 0.29
H 3.753 -2.135 3.737 0.29
H 3.470 -0.725 4.762 0.28
H 5.554 1.687 3.134 0.32
H 3.914 2.109 3.651 0.31
H 4.392 2.345 1.970 0.30
H 6.048 -0.734 1.345 0.36
H 4.872 -0.182 0.142 0.01
H 4.709 -1.786 0.852 0.28
N -0.787 0.722 -2.573 0.02
C -0.743 1.732 -1.681 0.76
O -0.381 1.519 -0.479 -0.63
C -1.068 3.051 -2.089 0.68
C -1.499 3.298 -3.411 -0.42
N -1.879 3.482 -4.488 -0.73
C -1.038 4.101 -1.142 0.09
N -1.014 4.956 -0.364 -0.83
H -0.724 -0.215 -2.190 0.13
H -1.296 0.866 -3.429 0.26
Br 6.216 0.670 -3.650 -0.20
C 4.533 0.471 -2.797 0.13
C 3.941 1.559 -2.186 -0.81
C 2.715 1.351 -1.564 -0.31
N 2.097 0.176 -1.541 0.28
C 2.684 -0.849 -2.141 -0.22
C 3.914 -0.763 -2.785 -0.70
H 4.409 2.533 -2.188 0.45
H 2.204 2.163 -1.058 0.49
H 2.149 -1.793 -2.095 0.24
H 4.365 -1.625 -3.254 0.45
```

Frontier orbital gap (spin up / spin down) (Eh): 0.265 / 0.255
Charge: -1
LUMO (spin up / spin down) (eV): 2.37 / 2.11
E_HOMO (spin up / spin down) (eV): -4.84 / -4.83
2S+1: 2
⟨S²⟩: 0.78
Electronic energy (Ha): -5842.1854